(1)
DFT (ωB97M-V/def2-TZVPD) results for a cluster of 7 separate species, C14H28O28S7 in total.

Each line ends with the Löwdin charge.
Positions of all 77 atoms, in Å:
O  -7.5818  -3.9689  -0.4468  -0.24
S  -8.5914  -3.2022  0.3072  0.71
O  -8.3325  -2.7550  1.6369  -0.22
O  -9.1459  -2.0005  -0.6381  -0.19
C  -10.5944  -1.9000  -0.5328  -0.15
C  -11.1584  -3.1178  0.1949  -0.22
O  -10.0625  -3.9538  0.2790  -0.20
H  -10.8048  -1.1559  0.2354  0.12
H  -11.2090  -1.8153  -1.4290  0.13
H  -12.0485  -3.5732  -0.2391  0.14
H  -11.4461  -2.7260  1.1705  0.12
O  0.7365  -1.7644  3.3811  -0.23
S  -0.4410  -1.1680  2.8443  0.76
O  -1.3972  -0.5452  3.8240  -0.27
O  -0.0648  -0.1154  1.5620  -0.19
C  0.3363  -0.9251  0.5039  -0.22
C  -0.6858  -2.0102  0.5173  -0.21
O  -1.1704  -2.1950  1.8101  -0.18
H  0.1387  -0.2123  -0.2966  0.14
H  1.3841  -1.2252  0.4956  0.14
H  -0.2342  -2.9578  0.2239  0.14
H  -1.5194  -1.8346  -0.1627  0.14
O  7.0608  -7.7210  10.0846  -0.25
S  5.8727  -7.9743  9.2534  0.77
O  5.7201  -9.4116  8.9385  -0.27
O  4.4257  -7.2746  9.6792  -0.20
C  3.8641  -6.3995  8.7446  -0.21
C  4.9421  -5.9992  7.7683  -0.16
O  5.8312  -7.1402  7.8096  -0.23
H  3.3417  -7.0888  8.0813  0.13
H  3.2217  -5.6256  9.1648  0.14
H  5.4633  -5.1721  8.2504  0.13
H  4.6316  -5.9304  6.7258  0.14
O  5.0979  6.0106  1.4061  -0.24
S  4.9889  6.6850  2.6900  0.73
O  5.1365  8.1138  2.8383  -0.22
O  3.6935  6.0619  3.5834  -0.23
C  3.9457  4.8579  4.3581  -0.14
C  5.4463  4.9545  4.5566  -0.22
O  5.9554  5.9156  3.7185  -0.21
H  3.3760  5.0188  5.2734  0.13
H  3.7513  3.9141  3.8486  0.13
H  5.9847  4.0377  4.3163  0.14
H  5.4961  5.2400  5.6074  0.13
O  -1.5336  1.5924  -6.0351  -0.28
S  -1.6367  3.0475  -6.3627  0.71
O  -2.6939  3.7902  -5.6991  -0.24
O  -0.1537  3.6584  -6.0720  -0.22
C  0.7848  3.4522  -7.1975  -0.12
C  -0.1849  3.4114  -8.3803  -0.16
O  -1.5794  3.4154  -7.9486  -0.20
H  1.4316  4.3291  -7.1664  0.13
H  1.4666  2.6019  -7.1830  0.13
H  0.0014  2.7247  -9.2060  0.13
H  -0.1602  4.3676  -8.9029  0.12
O  -6.9884  7.1624  0.3054  -0.28
S  -5.8016  6.8418  1.1827  0.80
O  -5.4974  7.8584  2.1688  -0.25
O  -5.8059  5.3072  1.8080  -0.23
C  -4.8152  4.4033  1.2871  -0.13
C  -3.7306  5.3547  0.6376  -0.21
O  -4.3984  6.5086  0.2351  -0.20
H  -4.3534  3.7022  1.9824  0.13
H  -5.3818  3.7985  0.5791  0.12
H  -3.2429  4.8171  -0.1757  0.13
H  -2.8714  5.5886  1.2663  0.12
O  3.4300  -3.8171  -7.9620  -0.27
S  4.4264  -3.6585  -6.8644  0.69
O  3.9728  -3.7560  -5.5028  -0.22
O  5.7332  -4.5859  -7.1846  -0.22
C  6.7664  -4.0738  -7.9851  -0.15
C  6.4079  -2.5954  -7.9219  -0.17
O  5.3432  -2.3901  -7.0111  -0.20
H  7.5980  -4.2293  -7.2979  0.14
H  6.8386  -4.5147  -8.9793  0.14
H  6.0775  -2.1020  -8.8360  0.13
H  7.1962  -1.9614  -7.5161  0.13

The HOMO energy comes out at -11.13 eV. The SMILES is O=S1(=O)OCCO1.O=S1(=O)OCCO1.O=S1(=O)OCCO1.O=S1(=O)OCCO1.O=S1(=O)OCCO1.O=S1(=O)OCCO1.O=S1(=O)OCCO1. Its energy above the lowest of the compared OMol25 structures with the same formula, charge and spin is 163.7 kcal per mole. The HOMO-LUMO gap is 11.1 eV. For the total energy, the calculation gives -5443.87100 hartree. The calculation puts the LUMO energy at 0.01 eV. Its strongest force on any atom is 5.08 eV/Å.


(2)
DFT (ωB97M-V/def2-TZVPD) results for a cluster of 2 separate species, C2I2S2 in total.

Each line ends with the Löwdin charge.
Positions of all 6 atoms, in Å:
C  -1.3051  -0.5919  0.2607  -1.23
C  1.6087  0.4328  0.2991  -1.26
S  -1.8250  -1.3338  1.5757  0.58
S  1.7063  1.7879  1.0554  0.60
I  -2.3705  -0.1687  -1.5264  0.66
I  2.1856  -0.1263  -1.6644  0.65

The HOMO energy (alpha / beta) comes out at -8.09 / -8.36 eV. Its energy above the lowest of the compared OMol25 structures with the same formula, charge and spin is 70.0 kcal per mole. The HOMO-LUMO gap (alpha / beta) is 6.4 / 7.0 eV. For the total energy, the calculation gives -1467.80522 hartree. The calculation puts the LUMO energy (alpha / beta) at -1.71 / -1.34 eV. Its strongest force on any atom is 2.02 eV/Å.


Question: Which formula does entry 2 have?
Answer: C2I2S2


Question: Which value of energy above the lowest of the compared OMol25 structures with the same formula, charge and spin does entry 2 give?
Answer: 70.0 kcal per mole